# 1
A 4-piece molecular cluster, C19H23O14P overall. Source: OMol25; level of theory: ωB97M-V/def2-TZVPD.

The geometry in XYZ format:
```
57
Properties=species:S:1:pos:R:3:forces:R:3
H 2.345716 -5.074241 -4.280429 0.001 0.005 0.018
O -3.066812 0.627960 -0.054980 0.012 -0.348 -0.240
O 0.817197 3.362619 -1.739505 -0.144 -0.206 0.118
C 0.469934 -4.345218 -3.432596 0.044 -0.034 -0.104
H -0.684179 2.497159 -2.852466 -0.005 0.010 0.000
C 1.326714 1.856056 -3.393923 -0.035 -0.072 0.063
P -2.956368 0.913431 1.608296 -0.046 -0.040 -0.162
H 0.731767 -1.170885 -0.554078 0.049 0.072 0.117
H 2.871288 -1.830609 4.994488 0.042 -0.008 0.031
C 0.253411 2.203778 -2.376186 0.034 -0.090 -0.322
H 2.083283 1.181303 -2.992462 -0.015 0.038 -0.013
H 1.885754 -4.029114 4.444984 0.002 -0.032 0.028
O 1.980680 -3.072369 -4.606927 0.070 -0.006 -0.051
C 1.911021 -0.810205 3.374521 -0.185 -0.280 -0.046
C 0.480368 -2.165562 1.989286 0.233 -0.047 0.301
C 1.688438 3.945135 -2.600128 -0.034 -0.052 -0.056
O -4.042477 2.137490 1.563395 0.150 0.347 0.192
H -0.594979 -2.094386 -1.240050 -0.160 0.011 -0.019
H -4.655227 2.063412 2.302389 -0.178 0.118 -0.066
C 1.056114 -0.929838 2.285680 0.041 -0.229 0.040
O 2.165175 5.020137 -2.439456 0.063 0.088 0.055
H -0.545347 3.645726 0.168401 0.069 -0.178 0.086
C 2.205688 -1.927965 4.148419 -0.090 0.121 -0.144
H -5.108924 -0.226521 1.874469 -0.011 -0.030 -0.211
C 1.748103 -2.474427 -3.422656 -0.147 -0.086 -0.034
C 1.644171 -3.163389 3.844364 0.004 0.063 -0.050
C 0.407726 5.169495 1.398015 -0.049 0.010 -0.124
C -2.399586 -0.448806 -0.523068 -0.173 0.436 -0.260
O 0.753271 4.995806 2.778432 0.037 0.128 -0.049
H 0.059672 1.403574 -1.668072 0.099 0.177 0.224
H 0.936059 1.447417 -4.321174 0.013 0.055 -0.033
C 0.775065 -3.284902 2.773645 0.060 0.278 0.075
O -2.913200 -1.378039 -1.062105 -0.030 -0.019 -0.042
C -0.294655 -1.487997 -0.393526 0.196 0.144 -0.511
H 2.328363 0.149218 3.624372 0.078 0.199 0.052
H 0.812056 -0.062427 1.688276 -0.008 0.105 -0.027
O 0.850522 3.222341 4.151510 0.024 -0.124 0.014
O -1.317622 -3.192173 0.878671 -0.146 -0.203 0.033
C -0.581430 4.040790 1.177511 -0.030 0.191 -0.090
C 1.508202 -4.425673 -4.539486 -0.055 -0.066 0.039
H -0.014765 6.158784 1.250000 -0.009 0.020 0.083
O -1.073892 -0.274955 -0.346893 0.148 -0.370 0.539
H 1.304378 5.061291 0.786671 0.004 -0.026 -0.003
C -4.074614 -0.412380 2.160381 0.080 0.088 0.439
H -0.519435 -4.076009 -3.804189 0.001 0.010 -0.008
H -3.748319 -1.381175 1.786852 0.043 -0.116 0.027
H 0.398759 -5.240647 -2.822863 0.063 0.038 0.070
H -1.604172 4.333128 1.421477 -0.015 -0.039 0.064
C 0.521910 3.713583 3.119888 0.027 -0.060 0.083
C -0.457431 -2.344032 0.860758 -0.029 0.108 -0.118
O -0.134300 3.065009 2.130241 -0.029 0.035 -0.074
O 2.147839 -1.400861 -3.103182 0.031 0.097 0.012
O 1.920646 3.137119 -3.651576 0.051 0.007 -0.033
H -4.003126 -0.411885 3.250560 -0.054 -0.226 0.077
O 0.973926 -3.260042 -2.642406 -0.024 -0.078 0.083
H 0.324446 -4.235877 2.531553 -0.069 -0.031 -0.042
H 1.103198 -4.719148 -5.503121 0.001 0.098 -0.035
```
Positions in Å, forces in eV/Å.

Output
SMILES string: CP(O)OC(=O)OCC(=O)c1ccccc1.O=C1OCCO1.O=C1OCCO1.O=C1OCCO1
total energy: -2132.60106 Ha

Results of the natural (NBO) charge analysis, in e, for atoms 1 through 4: 0.190, -0.772, -0.514, -0.100

***

# 2
A 3-piece molecular cluster, C23H60N7O6P2 overall in a non-equilibrium geometry. Source: OMol25; level of theory: ωB97M-V/def2-TZVPD.

The geometry in XYZ format:
```
98
Properties=species:S:1:pos:R:3:forces:R:3
C 3.219766 -0.072384 -1.087632 -0.326 0.405 -0.010
H -1.622945 0.188101 0.134783 0.019 0.081 -0.050
H -10.012135 0.435074 -2.304840 -0.021 -0.059 0.009
N -8.640530 -0.698097 1.558605 1.012 0.796 0.640
H -8.861468 1.273600 0.840996 -0.012 -0.043 -0.039
C -9.236844 0.631118 1.637464 -0.023 -0.015 -0.069
H -6.167506 -3.922779 1.504574 -0.048 -0.001 -0.008
C 9.311635 -3.852823 -0.642501 -0.046 -0.113 0.015
H 2.981706 -0.635239 -1.992314 0.192 -0.149 0.072
C -2.949345 3.302397 0.515886 0.074 0.597 -0.458
H -2.032331 3.739709 0.903489 0.070 -0.326 0.110
H -3.659146 3.119867 1.321531 0.057 -0.054 0.010
C 8.763753 1.166502 0.081264 -0.032 -0.036 0.071
H -8.988222 1.108900 2.586501 0.012 -0.026 0.015
H -10.545813 -2.485066 -0.430401 0.090 -0.048 0.007
H 9.176016 -3.368930 1.993038 -0.012 0.008 0.096
H -11.033125 -1.489494 -1.781847 0.018 0.046 0.027
C -4.769340 2.499440 -1.525354 -0.133 -0.161 -0.071
H 9.802162 -4.439509 -1.420869 -0.108 0.013 -0.065
H 2.311675 4.551231 0.480151 0.017 -0.016 -0.012
O 2.186679 2.630805 1.251764 -0.128 -0.002 -0.154
H -3.669320 5.219840 -0.080353 -0.035 -0.021 -0.051
C 7.211918 -1.372426 2.227892 -0.158 -0.131 -0.002
H 0.390788 0.794841 0.484328 -0.140 0.026 -0.029
H 0.441159 3.468800 1.982095 -0.121 0.049 -0.107
H 8.290546 -1.692908 -3.003664 -0.057 -0.018 0.026
H 7.434701 -3.175136 -2.563618 0.011 0.000 0.011
H 10.087892 -0.480189 -2.447549 -0.001 -0.071 0.027
H -8.525108 -0.367583 -2.855077 -0.013 0.009 -0.001
H -3.731247 0.633979 -1.359758 -0.096 -0.082 0.117
O 4.208131 1.976246 -0.312612 -0.164 0.132 -0.060
H -6.098797 -2.204468 1.878995 0.019 0.015 -0.047
H -5.455796 -2.786560 0.335197 -0.019 -0.017 -0.004
H -5.801996 2.149902 -1.502054 0.047 -0.046 -0.100
N -9.238274 -0.901502 -0.907219 0.516 -0.072 -0.225
H 0.527730 3.215506 0.194376 -0.159 0.154 0.119
H 9.106963 -3.244208 -3.171458 0.031 0.006 0.041
H 3.576941 3.708097 -1.261287 0.033 -0.108 -0.037
C -6.255668 -2.925101 1.072335 0.127 0.079 0.116
H 8.788726 2.020134 -0.598985 0.008 -0.016 -0.027
C -7.897416 -3.831997 -0.445047 0.038 -0.069 -0.094
H 9.484964 1.331415 0.886988 0.001 0.020 0.010
C 3.809564 1.270895 -1.478778 0.266 -0.525 0.082
P -7.910256 -1.130797 0.151393 -1.820 -2.008 -1.834
H 7.516433 -1.021513 3.217148 0.052 -0.040 -0.007
H 0.687033 0.956750 2.215613 -0.068 -0.042 -0.021
H 10.389666 -2.146222 1.537361 -0.032 -0.060 -0.080
C 0.201711 1.422558 1.357724 0.280 0.178 0.398
C -2.072222 0.954281 0.772672 0.020 -0.142 0.274
H 9.528534 -2.002200 3.052514 -0.025 0.044 -0.018
C 2.960802 3.740527 0.828276 0.238 0.169 0.058
H 6.679801 -2.325204 2.342699 0.005 0.007 0.016
H 3.076089 1.837690 -2.062965 0.096 0.141 0.035
P 8.114037 -1.381634 -0.307583 1.359 -2.118 1.909
H 10.556576 0.984114 -1.609772 -0.029 0.012 0.058
H -8.453738 0.911437 -1.641716 0.021 -0.030 0.002
H -7.990067 -2.075992 3.048414 0.000 -0.047 -0.059
N 9.054572 -0.069169 -0.632910 -0.771 0.717 -0.886
O 6.662595 -1.627952 -0.434175 -0.409 1.511 -0.869
H 3.906163 -0.621475 -0.445855 0.019 -0.105 -0.132
H -9.241555 -0.952473 3.533481 -0.027 0.042 -0.048
O -1.204005 1.524535 1.654413 0.091 -0.199 -0.307
H 4.699397 1.090191 -2.091466 -0.077 0.155 -0.129
C 9.416395 -2.300892 2.007562 0.337 0.344 0.032
H 3.518364 4.131411 1.682594 -0.083 -0.154 0.098
H -4.455419 2.486763 -2.575899 0.224 0.278 0.080
N 8.959065 -2.556214 -1.200732 0.207 0.290 0.109
C -8.888121 -1.566993 2.705873 0.092 -0.035 0.000
H 2.277190 0.095016 -0.558104 0.094 -0.088 0.132
C -3.526662 4.238285 -0.531604 -0.113 0.198 0.173
O -4.782645 3.803810 -0.981249 0.000 -0.211 0.080
H -2.814126 4.362869 -1.362565 -0.027 -0.077 -0.019
C -9.037628 0.060693 -1.984859 0.144 -0.028 -0.151
H -10.323917 0.575529 1.539837 -0.010 0.027 0.002
H 11.077257 -0.587735 -0.984623 0.035 -0.004 -0.031
H 8.445926 -4.421145 -0.278112 0.007 -0.007 -0.025
N 8.397978 -1.477723 1.386280 -0.358 -0.279 -0.216
H 7.768136 1.132396 0.523933 0.004 -0.046 0.002
N -2.680040 2.005965 -0.167226 -0.141 -0.439 0.721
C -10.166249 -1.946692 -1.300780 -0.355 0.090 0.349
C 3.955749 3.355623 -0.296917 -0.029 -0.061 0.156
H -7.555638 -4.774925 -0.016330 0.114 0.053 0.001
H -2.906183 0.509343 1.316787 -0.081 0.201 -0.035
H 4.900565 3.869356 -0.097690 -0.062 0.126 -0.104
N -7.585539 -2.762619 0.494272 -0.238 0.170 0.141
C 0.798944 2.807898 1.181999 0.274 -0.199 -0.186
C 8.411016 -2.678922 -2.549157 -0.075 0.080 -0.140
H -7.418655 -3.705334 -1.424345 0.015 -0.013 0.018
C -3.971563 1.476670 -0.710374 -0.293 -0.186 -0.694
O -6.760918 -0.567136 -0.601901 0.661 1.354 1.306
H -4.588052 1.103247 0.106392 0.243 0.090 0.199
H -9.733350 -2.661375 -2.006739 -0.056 0.044 -0.068
H 10.034503 -3.759223 0.158170 -0.010 0.019 0.018
H 6.508268 -0.651239 1.819426 -0.001 -0.040 -0.037
C 10.253980 -0.052697 -1.461068 -0.044 -0.046 -0.069
H -8.965116 -3.939958 -0.585287 -0.013 0.025 -0.003
H -1.997589 2.153994 -0.912242 -0.183 0.159 -0.132
H -9.648532 -2.315502 2.480374 -0.001 -0.031 0.035
```
Positions in Å, forces in eV/Å.

Output
total energy: -2429.52627 Ha
net charge: +1

Results of the Löwdin charge analysis, in e, for atoms 1 through 4: -0.058, 0.155, 0.084, -0.312

***

# 3
An isolated molecule of C2H10P2Si in a non-equilibrium geometry. Source: OMol25; level of theory: ωB97M-V/def2-TZVPD.

The geometry in XYZ format:
```
15
Properties=species:S:1:pos:R:3:forces:R:3
H 1.838706 0.667756 1.246426 -0.621 -0.932 0.331
H -0.565207 -1.672489 0.077279 0.503 0.679 -0.320
C 0.168207 -0.881943 -0.222024 0.613 0.681 0.987
H -2.078686 0.386109 1.278176 0.216 0.685 -0.277
P 1.321218 -1.548738 -1.547789 0.006 -0.280 0.829
H -1.570866 2.130836 1.091776 -0.311 0.208 0.866
C -1.938885 1.244858 0.591276 -1.168 0.491 -0.454
H 0.371476 -2.113901 -2.413963 -0.286 -0.034 -0.097
H 0.915374 1.568634 -0.730084 -1.573 0.075 0.865
H -2.962810 1.527283 0.154759 1.663 -0.497 0.329
H -0.049315 -0.102743 2.056711 1.305 -0.102 0.237
P 1.250069 -0.640209 1.602921 -2.126 0.806 -2.241
Si -0.544297 0.932316 -0.607908 2.222 -1.765 -0.928
H 1.444156 -0.396749 -2.324893 0.033 0.454 -0.200
H -0.885951 1.278751 -2.016390 -0.475 -0.468 0.073
```
Positions in Å, forces in eV/Å.

Output
SMILES string: C[SiH2]C(P)P
total energy: -1054.29873 Ha

Results of the natural (NBO) charge analysis, in e, for atoms 1 through 4: -0.012, 0.240, -1.126, 0.252

***

# 4
A 4-piece molecular cluster, CH10NO4 overall. Source: OMol25; level of theory: ωB97M-V/def2-TZVPD.

The geometry in XYZ format:
```
16
Properties=species:S:1:pos:R:3:forces:R:3
H -2.196052 0.599099 0.073751 -0.007 -0.086 0.157
H 0.219798 -2.940877 0.219197 -0.007 0.036 0.194
H 0.386246 2.129308 -1.076131 0.090 -0.006 0.029
H 1.287102 2.466916 -2.283956 -0.340 0.100 0.261
H 2.213824 -1.443010 0.529451 -0.207 -0.067 -0.264
O -0.159301 -1.148423 1.147547 0.346 0.267 0.153
N 1.686015 -1.577355 -0.338271 -0.075 0.463 -0.118
O 0.516706 2.791557 -1.795173 0.267 -0.105 -0.296
H 0.218201 0.156699 0.852253 -0.478 -0.054 -0.395
H -1.813911 -0.524003 1.010417 0.123 -0.099 -0.173
H 1.673432 -0.654360 -0.784806 0.174 -0.321 0.316
O 0.347138 1.137082 0.369738 0.183 0.119 0.245
H -0.327412 -1.665502 -0.850411 0.114 0.105 0.045
H 0.321412 1.804950 1.060477 -0.012 -0.060 0.030
O -2.605796 -0.037794 0.673237 -0.094 0.127 -0.039
C 0.283181 -1.849882 0.059020 -0.078 -0.420 -0.144
```
Positions in Å, forces in eV/Å.

Output
total energy: -399.86303 Ha
net charge: -1

Results of the natural (NBO) charge analysis, in e, for atoms 1 through 4: 0.464, 0.106, 0.512, 0.450

***

no.,orbital gap (eV)
1,9.263
2,7.006
3,9.473
4,8.376